# 1
A molecular structure, C39H98Cl3N6NaO17. Source: OMol25; level of theory: the ωB97M-V functional and the def2-TZVPD basis.

Output
E_HOMO ... -7.981 eV
LUMO energy ... -0.41 eV
Gap between HOMO and LUMO ... 7.574 eV
Calculated total energy ... -4694.71558 hartree
Multiplicity ... 1

Last column: Mulliken charge in e.
Positions of all 164 atoms, in Å:
Cl 3.280234 1.869230 3.082332  -0.203
Cl -0.799892 1.332512 0.512343  0.229
Cl 2.134684 1.060315 6.034506  -0.205
Na -0.695211 1.412694 -3.005638  0.700
O -0.669974 2.676470 0.995993  -0.008
O -0.939490 -0.965334 -3.254719  0.384
O -4.082996 -3.078787 1.678503  -0.424
O 4.075395 6.439635 -2.073213  -0.171
O 3.715178 -8.595831 -2.211042  -0.352
O -3.018927 4.759361 4.254179  -0.308
O -0.725912 6.525840 -1.597739  -0.458
O -5.564135 -7.194147 0.953301  -0.290
O 5.879826 1.940027 -1.193876  -0.325
O 0.325409 0.968409 -0.334242  0.105
O 3.110920 -1.990593 -3.895901  -0.089
O 0.507660 5.794081 0.921448  -0.187
O -1.958071 1.196156 -0.344045  -0.681
O 1.616057 -2.927026 -0.145192  0.123
O -2.652493 2.571505 -3.557945  0.135
O -1.535974 1.297861 6.440747  -0.342
O -0.930608 0.420308 1.639382  -0.348
N -5.143546 -5.297739 3.040702  -0.365
N 3.920289 0.256255 -2.075926  -0.245
N 3.909852 -5.523911 -1.400047  -0.278
N -1.197918 0.975762 -5.342956  -0.106
N 3.344859 5.774765 0.489097  -0.217
N -3.476641 1.897293 4.417797  -0.237
C -3.622582 6.038218 4.306445  -0.670
C -5.282739 -8.339961 0.178156  -0.723
C 2.552530 -3.981311 -0.016331  -1.032
C 3.091090 -7.479422 -2.811397  -0.448
C -0.800504 6.023990 1.446168  -0.677
C 3.424057 -2.627934 -5.099320  -0.922
C 1.777578 0.934914 3.293805  1.248
C -5.938777 -7.471464 2.282596  -0.664
C 2.901211 -9.743016 -2.367515  -0.741
C -0.584983 -1.993419 -2.343587  -0.700
C -2.998731 0.528759 4.581166  0.145
C -1.376140 5.288540 -1.831902  -0.617
C 1.763752 0.105358 4.556104  -0.418
C 4.008617 -6.258897 -2.641728  -0.136
C 3.852713 0.826497 -0.720705  0.403
C 1.392236 5.542591 1.981973  -0.732
C -1.195113 -1.391756 -4.590416  -0.788
C 4.607247 7.004371 -3.237415  -0.817
C -6.307329 -6.170458 2.980645  -0.623
C 2.775893 -4.593277 -1.398400  0.340
C -2.063497 2.043639 -5.853754  -1.009
C 2.667476 4.883053 1.468327  0.213
C 4.406634 5.013549 -0.160993  -0.114
C -5.554138 -3.928295 3.363750  -0.810
C 2.619132 -0.119145 -2.558415  0.426
C 5.244875 1.185958 -0.173483  -0.600
C -2.869038 2.588976 3.281114  0.515
C 7.099253 2.480531 -0.783733  -0.852
C -3.065601 -2.169650 1.336431  -0.492
C -1.968029 -0.291698 -5.300350  -0.757
C -3.125681 2.548111 -4.886593  -0.760
C 5.081165 5.805647 -1.290927  -0.838
C -2.257846 0.992615 7.605642  -0.811
C -3.450510 3.978116 3.155529  -1.046
C 1.436255 -2.268802 1.102421  -0.817
C -3.758317 2.747853 -2.683178  -0.751
C -1.681428 0.415968 5.351947  0.688
C -4.387403 -2.998692 3.065227  -0.263
C 2.586667 -0.672836 -3.978949  -0.161
H -3.283606 2.426705 5.261334  0.393
H -3.098735 6.693148 3.600928  0.155
H 7.560866 3.051263 -1.591362  0.276
H -1.281492 4.926057 -2.859051  0.213
H -3.468300 -3.278073 3.595970  0.317
H 2.097805 -0.820023 -1.888931  -0.231
H 2.142170 -7.267185 -2.300957  0.350
H -1.421443 -2.696082 -2.241764  0.397
H 5.759622 6.591200 -0.934413  0.360
H 1.712998 0.305870 2.409852  -0.672
H 2.471069 3.873818 1.109635  -0.282
H 4.036700 -2.038858 -5.788254  0.371
H 0.971259 1.664152 3.282054  -0.395
H -2.204176 -0.667082 -6.300714  0.461
H -2.871465 -0.118163 -4.717175  0.308
H -3.336136 1.043413 7.392587  0.318
H 5.886250 0.326330 0.039102  0.584
H -4.544388 3.912744 3.166018  0.615
H -3.330947 -1.129507 1.544297  0.140
H 5.634855 5.128559 -1.951205  0.349
H -0.882836 4.552557 -1.191662  0.123
H 0.288756 -2.530669 -2.721103  0.422
H -2.913937 0.116608 3.574822  -0.682
H 0.853114 -0.460101 4.733330  0.305
H -0.408763 -1.607803 -1.343507  -0.269
H 3.474054 -10.669805 -2.433147  0.267
H 0.985370 4.819246 2.704201  0.270
H 1.198940 -2.962181 1.913925  0.446
H -4.573626 2.030176 -2.777935  0.377
H -2.099745 -2.427186 1.784193  0.346
H -1.072306 5.258800 2.175227  0.075
H -6.227650 -8.808558 -0.131205  0.267
H 3.334751 0.136300 -0.046371  -0.204
H -1.450216 2.879100 -6.204911  0.452
H -2.419312 5.312580 -1.507217  0.374
H -3.396579 2.700802 -1.654033  -0.006
H -3.744816 -0.040998 5.146499  0.233
H 4.094772 4.079443 -0.628472  -0.088
H -1.779165 2.630515 3.394915  -0.259
H -0.470075 0.929732 -6.050395  0.214
H -4.837561 -8.017555 -0.759772  0.236
H 7.832634 1.698512 -0.548664  0.352
H 5.010570 6.287755 -3.963918  0.300
H 1.852032 -5.180318 -1.554733  0.174
H -4.061585 1.999863 -5.023319  0.478
H 3.204199 -0.106091 -4.679539  0.617
H 5.428380 7.689939 -2.979048  0.307
H -3.089710 4.451299 2.235040  0.282
H -6.403276 -3.582307 2.757334  0.331
H 5.017012 -6.597968 -2.895651  0.326
H -0.844846 7.035134 1.860932  0.399
H -1.800893 -2.300291 -4.582212  0.400
H -2.035692 -0.028282 7.939813  0.316
H -3.558427 6.423335 5.319009  0.230
H 3.813337 6.423809 1.117102  0.310
H 0.604564 -1.582370 0.937309  -0.018
H -2.060687 1.728968 8.379625  0.272
H 2.855201 -3.919728 -2.248880  -0.216
H -3.118965 2.042428 2.369488  0.133
H 3.784225 -5.561182 -3.454306  -0.172
H -4.148166 3.769129 -2.765807  0.337
H 2.319159 -9.732085 -3.292173  0.320
H 3.307798 4.754192 2.354963  0.358
H -4.611726 -1.960389 3.339246  0.353
H 2.316736 -1.678054 1.375384  0.262
H 2.851001 -7.607855 -3.871047  0.353
H -3.313739 3.573839 -5.233050  0.369
H 3.928814 -3.567215 -4.869469  0.134
H -0.229716 -1.567080 -5.072816  0.165
H -2.929511 -2.233089 0.254814  0.159
H 3.525546 -3.604655 0.325829  0.366
H -4.719021 -5.281334 2.118895  0.318
H 1.921994 0.731954 -2.540324  -0.171
H -1.521777 -0.594575 5.750515  0.785
H 1.527105 -0.700155 -4.257652  -0.497
H -7.192168 -5.771531 2.470638  0.351
H 2.245312 -9.836606 -1.499106  0.272
H 4.971318 1.835494 0.660561  0.277
H -5.156355 -8.038612 2.799535  0.383
H 3.822021 7.592607 -3.710523  0.230
H -4.708503 -9.057249 0.766025  0.303
H -0.876333 0.647306 4.654695  -1.139
H 4.581211 -0.511548 -2.080312  0.309
H -5.896459 -3.833408 4.395131  0.362
H 1.650432 6.446957 2.551488  0.316
H -6.638908 -6.520464 3.963511  0.304
H 2.492237 -2.941968 -5.599612  0.330
H 2.509685 -0.688741 4.483596  0.456
H 2.127604 -4.714845 0.676915  0.335
H -2.546848 1.714018 -6.787062  0.403
H 3.786707 -6.167932 -0.625417  0.288
H -1.462729 5.927773 0.591495  0.277
H 7.063480 3.168402 0.067998  0.284
H -1.318518 7.256603 -1.791231  0.280
H 3.336202 1.774141 -0.882630  -0.107
H -6.811196 -8.139466 2.335188  0.459
H 5.218097 4.755681 0.538676  0.308
H -4.663501 5.956636 3.976211  0.334

Atoms 1-3, force components in eV/Å:
Cl 0.3 -0.1 0.1
Cl -0.2 -0.5 0.2
Cl -0.3 -0.2 -0.3


# 2
A molecular structure, C52H62BN9ORuS3Si. Source: OMol25; level of theory: the ωB97M-V functional and the def2-TZVPD basis.

Output
E_HOMO (alpha / beta) ... -9.730 / -9.782 eV
LUMO energy (alpha / beta) ... -3.27 / -2.98 eV
Gap between HOMO and LUMO (alpha / beta) ... 6.461 / 6.806 eV
Calculated total energy ... -4190.61961 hartree
Net charge ... +1
Multiplicity ... 2

Last column: Mulliken charge in e.
Positions of all 130 atoms, in Å:
Ru -0.538327 0.044195 0.008220  2.670
S -0.102028 -2.129955 1.310784  -0.327
S -2.757468 -0.110394 0.690249  -0.327
S 0.280869 1.360023 1.728068  -0.382
Si -0.552331 2.308213 -0.930860  2.371
O 2.611994 -6.263836 -3.232356  -0.663
N 0.623742 -0.999381 -1.681562  0.894
N 4.099826 -4.590113 -3.549243  -0.045
N 1.989323 -0.138514 3.293184  0.437
N -2.488936 0.692786 3.295040  0.347
N -2.082980 -1.834869 3.184838  0.248
N -0.101578 -0.357961 3.845726  0.008
N -2.412855 -3.534275 1.867240  0.410
N 2.126993 -4.260400 -2.290658  0.080
N -4.121040 1.736712 2.281652  0.833
C 3.181398 -0.272686 1.130351  -1.029
C 1.043685 -2.270937 -1.575891  -0.766
C 2.232556 2.672534 -1.294107  0.066
C 0.975839 -0.331126 -2.790086  -0.494
C 3.460770 1.749610 2.631677  -1.425
C -4.195641 1.830545 -3.836231  -0.759
C -6.531470 2.143376 2.300119  -1.842
C 4.441125 -0.436381 3.258499  -2.556
C -1.669373 5.130511 1.975083  -1.292
C -3.367811 0.749747 -3.564417  -0.960
C 5.704913 -2.852660 -3.991961  -0.411
C -0.132625 5.030186 -0.323060  -1.054
C -2.848575 3.214180 -2.397672  -0.623
C 5.749925 -2.084240 -1.349984  -0.504
C -1.023813 6.275014 1.531111  -0.989
C -2.282768 0.911622 -2.713885  -0.427
C 1.764528 -0.890426 -3.776515  -1.423
C -3.979456 2.298500 3.540956  -0.591
C 6.523632 -1.814759 -3.582061  -0.719
C 0.940962 3.010391 -3.286851  0.055
C 2.933159 -5.111969 -3.045030  0.209
C -3.256583 -2.447308 3.581835  -1.230
C -2.003168 2.139011 -2.099080  1.561
C 2.107639 3.280734 -3.996859  -0.867
C -5.042808 3.493476 0.799120  -1.227
C -1.576229 -2.506643 2.139122  -0.818
C -1.547466 3.943675 1.265489  1.186
C -0.261745 6.225731 0.373644  -0.810
C 3.399470 2.934987 -1.997936  -0.774
C 4.928298 -3.133183 -1.742840  -0.144
C 0.984575 2.691167 -1.926701  -0.233
C -2.964598 1.660672 4.156798  -1.150
C -3.480525 -5.490249 0.808467  -2.322
C -3.470402 -3.494941 2.768192  -0.444
C -2.379937 -3.766922 -0.594019  -1.153
C -5.541240 1.110718 0.273678  -2.046
C -2.304750 -4.520111 0.731848  1.403
C 3.336219 3.236128 -3.353859  -0.792
C -0.769067 3.856219 0.107427  0.563
C 1.815668 -2.911313 -2.532213  -0.070
C 0.637035 -1.151086 4.694334  -1.337
C 1.935318 -1.018450 4.359712  -0.433
C -5.297487 2.117491 1.394044  1.499
C 4.897885 -3.517679 -3.074137  -0.022
C -3.932067 3.064701 -3.257053  -0.742
C 0.731477 0.231119 2.982820  -0.732
C 6.557207 -1.402592 -2.251494  0.638
C -1.011832 -5.320250 0.868641  -1.487
C 7.452688 -0.273595 -1.813234  -1.550
C 2.194851 -2.196381 -3.660235  -0.509
C -3.154355 0.800513 2.131719  -0.529
C 3.260249 0.238040 2.566030  1.642
B -1.650096 -0.509564 3.862030  0.693
H -4.617883 3.086651 3.893391  0.614
H -4.908888 4.249615 1.574628  0.286
H 2.686139 2.294542 2.094799  0.142
H -4.158168 3.484451 0.165628  0.064
H -3.833944 -2.079675 4.411727  0.664
H -6.621053 1.218695 2.872606  0.362
H 1.438828 -4.786897 -1.773673  0.119
H -1.010081 -6.116415 0.122759  0.497
H -3.380517 -3.358772 -0.747422  0.381
H -6.527680 2.985301 2.992264  0.441
H 4.545105 -0.123427 4.298516  0.556
H -2.661854 4.183464 -1.946019  0.457
H 4.357389 2.912374 -1.492417  0.517
H -4.571347 3.911211 -3.476325  0.455
H -3.562886 -0.212733 -4.020857  0.467
H 3.473157 2.087821 3.669311  0.368
H -4.264569 -4.214629 2.769270  0.546
H -0.012645 3.040250 -3.803499  0.439
H 2.788344 -2.654639 -4.437899  0.675
H 5.686465 -3.150271 -5.034430  0.433
H -5.901090 3.776170 0.186876  0.543
H 0.174602 -1.736756 5.469210  0.647
H -1.644247 0.050738 -2.541197  0.100
H 2.302811 0.110316 0.617553  -0.668
H -2.575513 1.771752 5.153493  0.710
H 5.345791 -0.131241 2.732685  0.415
H -4.440837 -4.983381 0.709071  0.519
H 4.062647 0.065340 0.582394  0.697
H 2.293848 2.442635 -0.233531  0.271
H 4.330266 -3.658153 -1.008993  0.488
H -0.130466 -4.697042 0.729102  0.203
H -3.472092 -6.076021 1.729072  0.491
H -3.389481 -6.184275 -0.026485  0.448
H -5.583932 0.083972 0.642057  0.389
H 7.316889 -0.049834 -0.754796  0.325
H -2.267468 5.160463 2.878486  0.507
H 4.528752 -5.212077 -4.217856  0.275
H 2.021088 -0.297947 -4.644083  0.603
H 5.771894 -1.804050 -0.303365  0.364
H 4.426648 1.988735 2.184229  0.497
H -0.951654 -5.780633 1.856261  0.373
H 0.733501 -2.810539 -0.694601  0.375
H 2.806923 -1.456605 4.803836  0.581
H -6.511997 1.354996 -0.159373  0.590
H 4.381231 -1.524755 3.211094  0.517
H -2.069338 3.073842 1.622347  0.323
H -4.793084 1.171904 -0.512846  0.341
H 0.479795 5.015163 -1.216876  0.449
H 7.145179 -1.312115 -4.314419  0.419
H 7.247776 0.637214 -2.378459  0.345
H 0.606695 0.668183 -2.895143  0.066
H 8.504477 -0.519886 -1.966655  0.377
H -1.660998 -2.950316 -0.628602  -0.114
H -7.416464 2.245044 1.673634  0.476
H 0.240667 7.115153 0.014979  0.432
H -5.039042 1.712563 -4.505067  0.404
H 4.243946 3.447509 -3.905069  0.402
H -1.114067 7.201951 2.083734  0.401
H 2.055484 3.530380 -5.049376  0.440
H -2.162138 -4.459089 -1.409782  0.502
H 3.155545 -1.365052 1.110888  0.446
H -1.986853 -0.608549 5.017553  -0.232

Atoms 1-3, force components in eV/Å:
Ru 0.1 0.4 0.8
S -0.2 -0.2 0.2
S 0.3 0.1 0.2


- Look up the calculated total energy of the first one.
  -4694.71558 hartree


- Which of these has the lowest multiplicity?
  C39H98Cl3N6NaO17


- The highest calculated total energy belongs to which entry?
  C52H62BN9ORuS3Si


- Among the records above, which one has the lowest calculated total energy?
  C39H98Cl3N6NaO17